Entry 1:
C12H24AlBBr4F7IN4O5S2 as an isolated structure at a distorted geometry. Source: OMol25; level of theory: ωB97M-V/def2-TZVPD.

## Properties
LUMO energy = -5.7254 eV
Orbital gap = 2.22 eV
DFT total energy = -13422.90122 hartree
Largest force on an atom = 4.25 eV/Å

```
61
Properties=species:S:1:pos:R:3:forces:R:3:nbo_charge:R:1
C -2.3288 0.4741 -2.6626 -0.117 -0.370 0.468 -0.642
C -2.1431 -0.9404 -3.2226 0.503 -0.100 0.477 -0.318
I -2.5912 -1.1040 -5.3353 -0.112 0.082 0.406 0.112
C -0.6804 -1.4373 -2.9623 -0.671 0.558 -0.627 -0.285
N -0.6244 -2.7129 -2.1797 -0.232 0.383 -3.988 -0.588
Br -1.2711 -2.2999 -0.2687 0.215 -0.470 1.780 0.125
C -1.2777 -3.8474 -2.8365 0.246 -0.880 -0.070 -0.072
Br -0.1340 -4.3065 -4.4138 -0.104 0.285 -0.007 -0.024
C -1.3735 -5.1235 -1.9471 0.745 -0.664 -0.787 -0.269
C -1.2578 -6.4705 -2.7278 -0.730 -0.056 0.912 -0.633
Br -3.0997 -5.2218 -0.9947 0.512 0.406 -0.160 0.022
H -1.7024 1.2279 -3.1675 -0.167 -0.251 -0.008 0.263
H -2.0132 0.4283 -1.6031 -0.081 0.114 -0.355 0.225
H -3.3755 0.8025 -2.6580 0.270 -0.063 -0.311 0.239
H -2.8222 -1.6372 -2.7133 -0.027 0.314 -0.234 0.224
H -0.1896 -1.5079 -3.9462 0.223 -0.168 0.534 0.241
H -0.2109 -0.6744 -2.3261 0.130 -0.325 -0.158 0.230
H 0.3635 -2.9541 -2.0951 -0.184 0.003 0.413 0.410
H -2.2650 -3.6285 -3.2529 0.351 0.343 0.106 0.248
H -0.5247 -5.1260 -1.2464 -0.674 0.255 0.257 0.228
H -1.6882 -7.2275 -2.0536 0.215 0.134 -0.311 0.227
H -0.2183 -6.7630 -2.9030 -0.246 0.314 -0.262 0.226
H -1.8691 -6.4707 -3.6386 0.356 0.010 0.163 0.226
Br -1.1573 -2.8653 1.9856 -0.543 -0.520 1.874 -0.281
F -0.7065 -0.1839 2.6764 -0.230 0.700 -0.011 -0.761
C 2.8291 -0.0155 8.4855 0.373 -0.439 -0.195 -0.707
C 2.2964 -1.2136 7.6897 -0.112 1.077 -0.889 -0.240
N 1.2588 -0.8249 6.7441 0.368 -0.117 0.432 -0.338
C 1.3192 -1.0102 5.3708 -0.087 -0.013 0.554 -0.077
C 0.1421 -0.5677 4.8594 0.481 -0.487 1.109 -0.020
N -0.6058 -0.1200 5.9135 0.261 -0.167 0.335 -0.259
C 0.0673 -0.2718 7.0468 0.132 -0.030 -0.033 0.148
C -1.9552 0.4408 5.8058 -0.232 0.094 0.015 -0.423
H 2.0365 0.5003 9.0545 0.200 0.640 -0.231 0.178
H 3.5981 -0.3381 9.1973 0.009 0.060 0.013 0.266
H 3.2650 0.7209 7.8113 -0.151 0.053 0.004 0.324
H 1.8653 -1.9849 8.3724 0.695 -0.891 -1.105 0.102
H 3.1081 -1.6863 7.1412 -0.054 -0.203 0.161 0.303
H 2.1959 -1.4461 4.9247 -0.083 -0.016 -0.158 0.244
H -0.2999 -0.5101 3.7853 -0.489 0.483 -2.180 0.389
H -0.2876 0.0017 8.0285 -0.047 0.184 -0.039 0.198
H -1.9444 1.4672 6.1670 -0.007 0.002 -0.048 0.222
H -2.6377 -0.1570 6.4072 -0.002 -0.002 -0.032 0.217
H -2.2711 0.4219 4.7630 0.272 -0.084 -0.025 0.297
O 0.3534 1.2694 -3.6497 0.945 0.721 -0.540 -0.380
H 1.1329 0.7179 -3.4679 0.177 -0.153 0.019 0.443
Al 1.1539 -1.1460 9.7575 -1.234 -0.148 2.248 0.934
N 3.2871 4.4590 -3.9843 0.006 -0.972 -0.309 -1.038
S 3.0690 6.0154 -4.2712 0.126 4.162 0.865 2.470
O 1.7276 6.4692 -4.2034 -0.147 -1.051 -0.061 -0.793
O 3.9201 6.6024 -5.2498 0.161 -1.135 -0.217 -0.852
F 3.6833 6.5879 -2.9209 0.135 -0.930 -0.034 -0.496
S 2.7151 3.5578 -5.1287 -2.526 0.102 -1.464 2.475
O 2.6061 2.1519 -4.7470 -0.008 -0.436 1.006 -0.752
O 3.1880 3.7776 -6.4509 0.868 -0.193 0.428 -0.806
F 1.2190 3.9660 -5.2143 0.329 -0.071 0.251 -0.435
B -1.3731 6.3488 -6.3092 -0.046 0.041 -0.052 1.347
F -2.4699 6.9049 -7.0099 0.152 -0.085 0.120 -0.579
F -1.8421 5.7108 -5.1335 0.070 0.033 -0.101 -0.583
F -0.7237 5.3976 -7.1305 -0.035 0.060 0.117 -0.585
F -0.4658 7.3728 -5.9616 -0.150 -0.119 -0.065 -0.568
```
Forces are in eV/Å.

=====

Entry 2:
An isolated molecule of C23H20N2O4S at a distorted geometry. Source: OMol25; level of theory: ωB97M-V/def2-TZVPD.

## Properties
LUMO energy = 0.5224 eV
Orbital gap = 8.51 eV
DFT total energy = -1697.14789 hartree
Structure (SMILES) = Cc1oc(-c2ccccc2)nc1CCC(=O)c1ccc(Cc2sc(O)nc2O)cc1
Relative energy (zero: lowest compared OMol25 entry of this formula, charge and spin) = 1.736 eV
Largest force on an atom = 1.21 eV/Å

```
50
Properties=species:S:1:pos:R:3:forces:R:3:nbo_charge:R:1
C 2.2728 4.9620 0.4937 0.101 -0.302 0.083 -0.668
C 1.5193 3.7042 0.7126 -0.799 0.109 -0.748 0.270
O 1.8769 2.8764 1.7249 0.243 -0.230 0.311 -0.405
C 1.0528 1.8103 1.6263 -0.739 0.292 -0.908 0.453
C 1.1846 0.6806 2.5173 0.287 -0.260 0.464 -0.040
C 2.0933 0.6994 3.5744 -0.112 0.068 -0.170 -0.198
C 2.2166 -0.4053 4.3951 0.030 -0.094 0.094 -0.214
C 1.4419 -1.5322 4.1698 0.048 -0.046 0.070 -0.209
C 0.5379 -1.5539 3.1183 -0.011 -0.026 0.021 -0.207
C 0.4062 -0.4549 2.2939 0.081 0.192 -0.025 -0.207
N 0.2058 1.9177 0.6427 0.080 -0.624 0.804 -0.455
C 0.4828 3.1118 0.0429 0.514 0.739 0.528 0.050
C -0.2202 3.5348 -1.2030 0.111 0.071 0.029 -0.419
C 0.7740 3.5735 -2.3777 0.067 0.090 -0.032 -0.501
C 1.8062 2.4713 -2.2080 -0.036 0.432 -0.290 0.596
O 2.9874 2.7266 -2.1172 0.015 -0.056 0.028 -0.550
C 1.2869 1.0915 -2.0751 0.208 -0.630 0.050 -0.197
C 1.9748 0.2120 -1.2414 -0.009 0.193 -0.156 -0.153
C 1.5036 -1.0670 -1.0231 -0.023 -0.026 -0.097 -0.174
C 0.3560 -1.5107 -1.6656 0.148 0.064 -0.052 0.004
C -0.1655 -2.9105 -1.4585 -0.121 0.114 0.044 -0.457
C -1.5811 -2.9085 -0.9885 -0.361 -0.212 -0.259 -0.305
S -2.0302 -2.6210 0.6762 -0.460 -0.078 -0.369 0.370
C -3.6941 -2.7753 0.2022 0.631 -0.001 -0.177 0.381
O -4.6512 -2.6530 1.1163 -0.192 0.055 0.366 -0.652
N -3.8942 -3.0070 -1.0480 -0.691 -0.016 -0.094 -0.566
C -2.7120 -3.0779 -1.7265 0.637 0.059 0.774 0.434
O -2.7297 -3.3171 -3.0546 0.004 0.013 -0.125 -0.670
C -0.3147 -0.6444 -2.5223 0.000 -0.092 0.032 -0.240
C 0.1332 0.6459 -2.7164 0.191 0.135 0.049 -0.116
H 1.6044 5.7455 0.1440 -0.014 0.072 0.002 0.226
H 3.0467 4.8013 -0.2584 0.072 0.061 -0.043 0.245
H 2.7484 5.2737 1.4201 0.008 0.124 0.033 0.234
H 2.6954 1.5796 3.7425 0.054 0.059 0.021 0.221
H 2.9205 -0.3892 5.2144 0.047 0.001 0.055 0.214
H 1.5436 -2.3935 4.8136 0.006 -0.065 0.047 0.213
H -0.0667 -2.4310 2.9407 -0.048 -0.080 0.009 0.213
H -0.2864 -0.4495 1.4679 -0.093 0.008 -0.094 0.240
H -1.0080 2.8055 -1.3891 -0.036 0.082 0.035 0.235
H -0.6754 4.5195 -1.0748 -0.069 -0.049 -0.075 0.224
H 1.3086 4.5245 -2.3942 0.037 -0.093 -0.074 0.227
H 0.2485 3.4576 -3.3263 -0.008 0.048 -0.080 0.225
H 2.8730 0.5576 -0.7510 0.072 0.063 0.054 0.228
H 2.0333 -1.7257 -0.3501 0.054 -0.091 0.075 0.208
H 0.4634 -3.4365 -0.7382 0.085 -0.071 -0.120 0.222
H -0.1391 -3.4479 -2.4109 0.078 -0.069 0.107 0.248
H -5.5137 -2.7543 0.6902 0.107 -0.018 -0.120 0.501
H -3.6503 -3.4494 -3.3121 0.014 0.005 0.017 0.496
H -1.1978 -0.9932 -3.0374 -0.118 -0.025 -0.060 0.220
H -0.4008 1.2950 -3.3941 -0.088 0.104 -0.036 0.202
```
Forces are in eV/Å.

=====

Number 1: HOMO -0.292 Eh. Number 2: HOMO -0.294 Eh.